Density functional theory data (the ωB97M-V functional and the def2-TZVPD basis) for 6 unconnected molecules or ions with the total composition H12O6.

Structure (XYZ):
```
18
H12O6 (the ωB97M-V functional and the def2-TZVPD basis)
O -10.39115 -17.72271 -9.69166
H -10.74680 -16.82840 -9.67461
H -9.78287 -17.73046 -8.93641
O -5.85397 -15.01376 -6.84631
H -5.10921 -15.51265 -7.19532
H -6.29669 -15.63168 -6.24877
O -9.19384 -17.00952 -7.19392
H -9.62480 -16.14338 -7.17088
H -8.53697 -16.99899 -6.48658
O -11.22698 -14.95042 -7.71854
H -10.91112 -14.06835 -7.94781
H -12.14940 -14.97056 -7.99479
O -10.64812 -20.04369 -6.67562
H -10.22084 -19.42943 -7.28498
H -11.53940 -20.14342 -7.02484
O -6.85401 -17.44799 -5.32466
H -6.63153 -17.61573 -4.40191
H -7.04690 -18.31642 -5.70207
```

SMILES string: O.O.O.O.O.O
orbital gap: 11.2 eV
calculated total energy: -12480.018 eV
molecular weight: 108.09 g/mol
largest force on an atom: 0.3 eV Å⁻¹
HOMO: -10.9 eV

Taken from the Löwdin analysis, the atomic charges in e are: -0.07, 0.01, -0.01, -0.07, 0.03, -0.01, -0.05, 0.02, 0.01, -0.04, 0.06, 0.05, -0.06, 0.00, 0.03, -0.04, 0.07, 0.07

Density functional theory data (the ωB97M-V functional and the def2-TZVPD basis) for 6 unconnected molecules or ions with the total composition H12O6.

Structure (XYZ):
```
18
H12O6 (the ωB97M-V functional and the def2-TZVPD basis)
O -1.97689 1.44361 -0.92294
H -2.45989 2.13561 -1.35694
H -1.39389 1.19461 -1.61994
O -0.82589 -2.11839 0.39106
H -0.65889 -1.20139 0.64506
H -1.75389 -1.96839 0.37306
O 1.68011 -0.96039 -1.57094
H 0.71611 -1.12339 -1.76894
H 2.07111 -1.64539 -2.11594
O -2.13489 2.19961 1.66206
H -2.36089 1.99161 0.74306
H -2.36689 1.39961 2.14006
O 3.61611 -0.91539 0.75306
H 2.93411 -0.94539 0.09506
H 4.25011 -1.60939 0.61806
O 0.22911 0.41961 0.87206
H -0.34489 1.21361 0.94806
H 0.78011 0.48961 0.11506
```

SMILES string: O.O.O.O.O.O
orbital gap: 10.8 eV
calculated total energy: -12479.636 eV
molecular weight: 108.09 g/mol
largest force on an atom: 2.0 eV Å⁻¹
HOMO: -10.9 eV

Taken from the Löwdin analysis, the atomic charges in e are: -0.02, 0.06, 0.05, -0.06, -0.02, 0.01, -0.06, 0.07, 0.05, -0.06, -0.01, 0.05, -0.04, -0.03, 0.02, -0.04, 0.03, 0.01

Density functional theory data (the ωB97M-V functional and the def2-TZVPD basis) for 6 unconnected molecules or ions with the total composition H12O6.

Structure (XYZ):
```
18
H12O6 (the ωB97M-V functional and the def2-TZVPD basis)
O 21.53300 -9.89300 -13.69900
H 20.81500 -9.38800 -14.11700
H 21.20000 -10.23200 -12.84200
O 23.50700 -12.41400 -12.17100
H 22.94600 -12.47400 -11.39600
H 22.97000 -12.50800 -12.97000
O 22.28700 -8.91000 -10.01500
H 22.01100 -8.04400 -9.73500
H 22.66900 -9.33500 -9.29400
O 24.65000 -10.40200 -8.97300
H 24.64700 -10.19600 -9.95200
H 24.66500 -11.35600 -9.06300
O 25.30600 -7.41800 -11.81400
H 24.81000 -6.97900 -12.50200
H 24.79800 -8.26900 -11.87900
O 24.36600 -9.96600 -11.67200
H 24.07900 -10.73900 -12.15900
H 23.61300 -9.67800 -11.19200
```

SMILES string: O.O.O.O.O.O
orbital gap: 10.5 eV
calculated total energy: -12479.712 eV
molecular weight: 108.09 g/mol
largest force on an atom: 2.9 eV Å⁻¹
HOMO: -10.4 eV

Taken from the Löwdin analysis, the atomic charges in e are: -0.07, 0.04, 0.04, -0.03, 0.06, 0.07, -0.01, 0.06, -0.01, -0.07, 0.01, 0.03, -0.08, 0.02, 0.00, -0.05, 0.02, -0.02

Density functional theory data (the ωB97M-V functional and the def2-TZVPD basis) for 6 unconnected molecules or ions with the total composition H12O6.

Structure (XYZ):
```
18
H12O6 (the ωB97M-V functional and the def2-TZVPD basis)
O -1.24089 -0.13417 -2.88683
H -0.59689 0.25883 -2.28483
H -1.91489 -0.51217 -2.31183
O -1.11489 1.02683 -0.07483
H -0.45689 1.26183 0.57917
H -1.91189 0.70583 0.31217
O 0.55411 -1.17517 0.49617
H 1.18011 -1.47717 -0.13683
H 0.05911 -0.43917 0.05317
O 1.34011 0.54583 -2.41783
H 1.65811 1.30883 -2.87783
H 1.11211 -0.12617 -3.10083
O 1.00811 1.51783 1.65617
H 1.23211 0.60083 1.55117
H 0.25711 1.62783 2.25817
O -0.13689 -1.50117 3.25517
H -0.05989 -1.73417 2.30217
H -0.96789 -1.75517 3.62817
```

SMILES string: O.O.O.O.O.O
orbital gap: 11.6 eV
calculated total energy: -12480.000 eV
molecular weight: 108.09 g/mol
largest force on an atom: 1.6 eV Å⁻¹
HOMO: -11.2 eV

Taken from the Löwdin analysis, the atomic charges in e are: -0.07, -0.03, 0.03, -0.03, -0.01, 0.05, -0.06, 0.04, 0.02, -0.05, 0.04, 0.07, -0.04, 0.02, 0.06, -0.07, 0.01, 0.01

Density functional theory data (the ωB97M-V functional and the def2-TZVPD basis) for a molecular structure, H12O6Pd.

Structure (XYZ):
```
19
H12O6Pd (the ωB97M-V functional and the def2-TZVPD basis)
Pd -0.01705 0.09449 0.05996
O 1.57841 -0.83163 1.19590
H 1.56094 -1.74147 1.49274
H 2.40493 -0.48528 1.53225
O 0.67223 -1.04652 -1.71831
H 0.61621 -0.84202 -2.65174
H 1.35218 -1.71772 -1.66007
O -1.50544 -1.69882 0.54762
H -1.74296 -2.55580 0.19350
H -1.69840 -1.76377 1.48292
O 1.14488 1.78438 -0.54223
H 1.62159 2.43149 -0.02240
H 1.62237 1.74325 -1.37081
O -0.62295 1.17981 1.81727
H -1.35624 1.77678 1.96604
H -0.16647 1.14620 2.65794
O -1.56923 0.79004 -1.36652
H -1.94636 0.12313 -1.94030
H -1.94870 1.61337 -1.67371
```

net charge: +3
<S²>: 3.756
orbital gap (alpha / beta): 14.2 / 6.2 eV
calculated total energy: -15923.716 eV
molecular weight: 214.51 g/mol
largest force on an atom: 2.0 eV Å⁻¹
HOMO (alpha / beta): -25.7 / -25.1 eV
2S+1: 4

Taken from the Löwdin analysis, the atomic charges in e are: 1.49, -0.01, 0.12, 0.13, 0.00, 0.12, 0.12, 0.03, 0.12, 0.10, 0.01, 0.13, 0.12, 0.00, 0.13, 0.12, 0.02, 0.11, 0.13

Density functional theory data (the ωB97M-V functional and the def2-TZVPD basis) for 7 unconnected molecules or ions with the total composition H13O6S.

Structure (XYZ):
```
20
H13O6S (the ωB97M-V functional and the def2-TZVPD basis)
S 1.88050 -0.37219 1.55318
H 2.28658 0.16895 2.70577
H -0.07481 -1.34169 1.93909
H -0.58609 -2.77123 1.98558
O -0.86293 -1.90274 1.72358
H -0.08799 1.22429 -1.97697
H 0.43126 -0.17396 -1.95586
O 0.02127 0.45868 -2.56118
H -2.17195 -0.89034 -0.20044
H -1.81434 -0.32534 -1.59829
O -2.56329 -0.67038 -1.06168
H 0.47247 2.60229 -0.20816
H 1.76473 2.53489 -0.98368
O 0.96485 3.07931 -0.91294
H 1.25156 -1.58569 -0.46808
H -0.11833 -2.11238 -0.28959
O 0.49800 -1.85935 -1.00313
H 0.30117 1.14172 1.37351
H -1.15113 1.08021 0.90509
O -0.44152 1.71496 1.03419
```

net charge: -1
orbital gap: 8.2 eV
calculated total energy: -23334.416 eV
molecular weight: 141.16 g/mol
largest force on an atom: 0.8 eV Å⁻¹
HOMO: -4.8 eV

Taken from the Löwdin analysis, the atomic charges in e are: 0.14, -0.35, -0.10, 0.02, -0.13, 0.01, -0.01, -0.08, 0.00, 0.01, -0.08, -0.02, 0.03, -0.10, -0.06, 0.01, -0.10, -0.09, 0.02, -0.13

Density functional theory data (the ωB97M-V functional and the def2-TZVPD basis) for 8 unconnected molecules or ions with the total composition H14NO10.

Structure (XYZ):
```
25
H14NO10 (the ωB97M-V functional and the def2-TZVPD basis)
N 0.21027 0.44081 0.33216
O -0.25956 -0.72642 0.44561
O 0.71545 0.99153 1.28365
O 0.16393 1.06225 -0.70145
O -1.37924 -3.82540 -0.67866
H -2.10333 -3.32965 -0.29636
H -0.73505 -3.16044 -0.92173
O -1.77860 0.56710 -2.50975
H -2.26364 -0.20970 -2.23127
H -1.05269 0.63203 -1.88921
O -2.74040 -0.38110 1.57600
H -2.53065 -0.13255 2.47625
H -1.89232 -0.57496 1.17675
O 1.44261 3.55312 1.64174
H 0.76690 4.19039 1.41037
H 1.02984 2.70194 1.49563
O 0.22289 3.10279 -2.84120
H 0.17428 2.49738 -2.10137
H 1.06755 3.54102 -2.73759
O 2.74167 -1.29800 -1.01285
H 3.40492 -1.17508 -0.33371
H 2.42392 -0.41482 -1.20063
O 1.05592 -2.52123 2.77491
H 0.64013 -3.37872 2.86468
H 0.67531 -2.15221 1.97793
```

net charge: -1
orbital gap: 10.0 eV
calculated total energy: -22191.918 eV
molecular weight: 188.11 g/mol
largest force on an atom: 3.1 eV Å⁻¹
HOMO: -6.8 eV

Taken from the Löwdin analysis, the atomic charges in e are: -0.57, -0.05, 0.02, -0.01, -0.06, 0.02, 0.02, -0.07, 0.02, -0.04, -0.07, 0.03, -0.04, -0.08, 0.02, -0.04, -0.06, -0.02, 0.02, -0.05, 0.03, 0.02, -0.06, 0.02, -0.01

Density functional theory data (the ωB97M-V functional and the def2-TZVPD basis) for 8 unconnected molecules or ions with the total composition H14NO10.

Structure (XYZ):
```
25
H14NO10 (the ωB97M-V functional and the def2-TZVPD basis)
N -0.14931 -0.73219 0.11000
O 1.05820 -0.94272 0.03584
O -0.72885 -1.05377 1.11825
O -0.74835 -0.18555 -0.80687
O -2.35463 -1.02539 3.61700
H -2.11107 -1.03621 2.69137
H -1.77764 -1.67132 4.02454
O 1.41948 0.31524 3.28681
H 0.78663 0.01167 2.63598
H 1.45032 1.26442 3.16706
O 0.84403 1.81613 -1.79295
H 1.41824 1.65506 -2.54166
H 0.73820 0.95783 -1.38264
O 2.24494 -3.74517 -1.40602
H 1.70871 -2.95249 -1.38774
H 2.59095 -3.82140 -0.51680
O -1.66380 2.76935 -2.79456
H -0.91459 3.30848 -3.04804
H -1.31716 2.17396 -2.13006
O -3.94210 -0.19160 -1.34604
H -3.96061 0.01812 -2.27980
H -3.01148 -0.26932 -1.13594
O 3.05999 0.99189 0.89925
H 2.98281 1.86579 0.51640
H 2.37709 0.47923 0.46674
```

net charge: -1
orbital gap: 9.6 eV
calculated total energy: -22191.952 eV
molecular weight: 188.11 g/mol
largest force on an atom: 2.7 eV Å⁻¹
HOMO: -6.5 eV

Taken from the Löwdin analysis, the atomic charges in e are: -0.62, -0.03, 0.00, -0.02, -0.07, -0.01, 0.02, -0.06, -0.01, 0.02, -0.06, 0.04, -0.01, -0.06, 0.01, 0.03, -0.07, 0.01, 0.00, -0.06, 0.02, -0.01, -0.06, 0.02, -0.02

Q: Which of these has the highest largest force on an atom?
A: number 7

What did the fifth record say?
Density functional theory data (the ωB97M-V functional and the def2-TZVPD basis) for a molecular structure, H12O6Pd.

Structure (XYZ):
```
19
H12O6Pd (the ωB97M-V functional and the def2-TZVPD basis)
Pd -0.01705 0.09449 0.05996
O 1.57841 -0.83163 1.19590
H 1.56094 -1.74147 1.49274
H 2.40493 -0.48528 1.53225
O 0.67223 -1.04652 -1.71831
H 0.61621 -0.84202 -2.65174
H 1.35218 -1.71772 -1.66007
O -1.50544 -1.69882 0.54762
H -1.74296 -2.55580 0.19350
H -1.69840 -1.76377 1.48292
O 1.14488 1.78438 -0.54223
H 1.62159 2.43149 -0.02240
H 1.62237 1.74325 -1.37081
O -0.62295 1.17981 1.81727
H -1.35624 1.77678 1.96604
H -0.16647 1.14620 2.65794
O -1.56923 0.79004 -1.36652
H -1.94636 0.12313 -1.94030
H -1.94870 1.61337 -1.67371
```

net charge: +3
<S²>: 3.756
orbital gap (alpha / beta): 14.2 / 6.2 eV
calculated total energy: -15923.716 eV
molecular weight: 214.51 g/mol
largest force on an atom: 2.0 eV Å⁻¹
HOMO (alpha / beta): -25.7 / -25.1 eV
2S+1: 4

Taken from the Löwdin analysis, the atomic charges in e are: 1.49, -0.01, 0.12, 0.13, 0.00, 0.12, 0.12, 0.03, 0.12, 0.10, 0.01, 0.13, 0.12, 0.00, 0.13, 0.12, 0.02, 0.11, 0.13

Repeat the seventh record exactly.
Density functional theory data (the ωB97M-V functional and the def2-TZVPD basis) for 8 unconnected molecules or ions with the total composition H14NO10.

Structure (XYZ):
```
25
H14NO10 (the ωB97M-V functional and the def2-TZVPD basis)
N 0.21027 0.44081 0.33216
O -0.25956 -0.72642 0.44561
O 0.71545 0.99153 1.28365
O 0.16393 1.06225 -0.70145
O -1.37924 -3.82540 -0.67866
H -2.10333 -3.32965 -0.29636
H -0.73505 -3.16044 -0.92173
O -1.77860 0.56710 -2.50975
H -2.26364 -0.20970 -2.23127
H -1.05269 0.63203 -1.88921
O -2.74040 -0.38110 1.57600
H -2.53065 -0.13255 2.47625
H -1.89232 -0.57496 1.17675
O 1.44261 3.55312 1.64174
H 0.76690 4.19039 1.41037
H 1.02984 2.70194 1.49563
O 0.22289 3.10279 -2.84120
H 0.17428 2.49738 -2.10137
H 1.06755 3.54102 -2.73759
O 2.74167 -1.29800 -1.01285
H 3.40492 -1.17508 -0.33371
H 2.42392 -0.41482 -1.20063
O 1.05592 -2.52123 2.77491
H 0.64013 -3.37872 2.86468
H 0.67531 -2.15221 1.97793
```

net charge: -1
orbital gap: 10.0 eV
calculated total energy: -22191.918 eV
molecular weight: 188.11 g/mol
largest force on an atom: 3.1 eV Å⁻¹
HOMO: -6.8 eV

Taken from the Löwdin analysis, the atomic charges in e are: -0.57, -0.05, 0.02, -0.01, -0.06, 0.02, 0.02, -0.07, 0.02, -0.04, -0.07, 0.03, -0.04, -0.08, 0.02, -0.04, -0.06, -0.02, 0.02, -0.05, 0.03, 0.02, -0.06, 0.02, -0.01